Record 1
{"formula": "C30H23BCl76NO3", "method": "the ωB97M-V functional and the def2-TZVPD basis", "charge": 1, "multiplicity": 1, "mol_weight_g_mol": 3150.8, "lumo_ev": -3.8, "homo_ha": -0.4209, "elements": ["C", "C", "N", "O", "C", "C", "C", "C", "C", "C", "C", "O", "C", "B", "C", "O", "H", "H", "H", "H", "H", "H", "H", "H", "H", "H", "H", "H", "H", "H", "H", "H", "H", "H", "H", "H", "H", "H", "H", "C", "Cl", "Cl", "Cl", "Cl", "C", "Cl", "Cl", "Cl", "Cl", "C", "Cl", "Cl", "Cl", "Cl", "C", "Cl", "Cl", "Cl", "Cl", "C", "Cl", "Cl", "Cl", "Cl", "C", "Cl", "Cl", "Cl", "Cl", "C", "Cl", "Cl", "Cl", "Cl", "C", "Cl", "Cl", "Cl", "Cl", "C", "Cl", "Cl", "Cl", "Cl", "C", "Cl", "Cl", "Cl", "Cl", "C", "Cl", "Cl", "Cl", "Cl", "C", "Cl", "Cl", "Cl", "Cl", "C", "Cl", "Cl", "Cl", "Cl", "C", "Cl", "Cl", "Cl", "Cl", "C", "Cl", "Cl", "Cl", "Cl", "C", "Cl", "Cl", "Cl", "Cl", "C", "Cl", "Cl", "Cl", "Cl", "C", "Cl", "Cl", "Cl", "Cl", "C", "Cl", "Cl", "Cl", "Cl"], "coordinates": [[-4.444, 3.828, 4.026], [-3.359, 3.839, 3.261], [-2.015, 3.949, 2.570], [-1.807, 5.311, 2.458], [-2.180, 3.263, 1.237], [-0.855, 3.195, 0.327], [-0.360, 4.613, -0.276], [0.992, 5.206, 0.386], [2.370, 4.632, -0.236], [2.447, 4.639, -1.852], [2.695, 3.085, -2.343], [4.023, 3.034, -2.934], [4.926, 2.155, -2.206], [-1.024, 3.273, 3.521], [-0.187, 4.003, 4.708], [-0.816, 1.830, 3.362], [-5.168, 4.012, 4.910], [-0.834, 5.501, 2.442], [-2.959, 3.900, 0.638], [-2.698, 2.225, 1.372], [-1.127, 2.528, -0.593], [0.058, 2.691, 0.815], [-0.308, 4.508, -1.438], [-1.200, 5.399, -0.082], [0.912, 6.370, 0.330], [0.978, 4.873, 1.511], [3.223, 5.339, 0.138], [2.596, 3.604, 0.253], [3.377, 5.276, -2.160], [1.541, 5.125, -2.366], [2.508, 2.324, -1.500], [1.921, 2.857, -3.187], [5.694, 2.729, -1.542], [5.577, 1.613, -3.013], [4.413, 1.321, -1.601], [-0.776, 4.149, 5.687], [0.738, 3.344, 4.974], [0.236, 5.019, 4.313], [0.135, 1.640, 3.167], [-0.505, -0.603, -1.796], [-0.873, -1.311, -3.384], [0.653, 0.733, -2.002], [-2.001, 0.017, -1.056], [0.206, -1.846, -0.740], [-1.608, 6.676, -3.499], [-0.340, 7.210, -2.370], [-1.410, 4.942, -3.836], [-3.205, 6.957, -2.769], [-1.476, 7.595, -5.014], [1.046, 3.124, -7.031], [0.298, 4.710, -6.742], [1.677, 3.056, -8.694], [2.379, 2.882, -5.879], [-0.172, 1.847, -6.806], [-4.158, -3.976, -2.208], [-2.584, -3.429, -1.595], [-4.714, -2.878, -3.494], [-3.997, -5.621, -2.863], [-5.341, -3.980, -0.881], [4.713, -0.604, -7.484], [4.682, -1.651, -8.921], [3.773, 0.871, -7.804], [4.002, -1.471, -6.103], [6.394, -0.165, -7.107], [-2.418, -7.213, 0.649], [-2.797, -7.886, -0.952], [-1.232, -5.899, 0.477], [-3.904, -6.578, 1.392], [-1.739, -8.493, 1.680], [-1.146, -10.283, -3.861], [-2.210, -8.860, -3.953], [-1.885, -11.635, -4.746], [0.431, -9.892, -4.584], [-0.919, -10.744, -2.159], [3.614, 6.394, 5.458], [3.224, 5.639, 3.893], [4.771, 7.718, 5.203], [2.128, 7.038, 6.194], [4.332, 5.180, 6.539], [0.635, -11.757, 1.589], [1.378, -11.619, 3.199], [1.073, -13.320, 0.865], [-1.134, -11.649, 1.742], [1.222, -10.438, 0.551], [3.946, -2.465, 1.524], [3.277, -0.826, 1.711], [5.028, -2.506, 0.114], [4.859, -2.902, 2.985], [2.618, -3.623, 1.286], [-3.246, 6.695, 6.665], [-3.673, 5.645, 5.289], [-4.542, 6.638, 7.881], [-1.726, 6.124, 7.389], [-3.041, 8.366, 6.095], [3.365, 2.715, -12.800], [2.955, 1.226, -13.681], [5.117, 3.000, -12.900], [2.498, 4.089, -13.521], [2.890, 2.544, -11.094], [-4.064, 8.924, 1.061], [-3.976, 7.406, 1.985], [-5.476, 8.880, -0.019], [-4.220, 10.293, 2.184], [-2.584, 9.115, 0.094], [3.153, 11.051, 7.313], [2.891, 12.730, 7.835], [1.586, 10.220, 7.180], [3.965, 11.043, 5.731], [4.170, 10.211, 8.506], [8.110, 5.222, 7.570], [8.204, 4.679, 5.879], [7.512, 6.895, 7.623], [6.998, 4.166, 8.471], [9.726, 5.147, 8.307], [-4.216, 1.530, -4.268], [-4.143, 0.041, -3.301], [-5.618, 1.463, -5.359], [-4.376, 2.931, -3.183], [-2.725, 1.687, -5.225], [-2.355, -15.246, 2.859], [-3.428, -15.754, 4.182], [-1.472, -16.658, 2.235], [-3.324, -14.528, 1.551], [-1.195, -14.043, 3.465], [-6.657, -13.715, 6.439], [-6.891, -12.058, 7.040], [-8.239, -14.502, 6.239], [-5.817, -13.666, 4.873], [-5.681, -14.636, 7.606], [-2.057, -15.708, -3.999], [-3.127, -16.207, -2.670], [-1.174, -17.124, -4.613], [-3.031, -15.003, -5.310], [-0.898, -14.498, -3.405]], "atomic_forces_ev_per_a": [[6.6, -0.6, -4.6], [-5.9, -0.4, 4.6], [-3.4, -1.3, 1.0], [0.8, 1.2, -0.3], [-0.7, -0.6, -3.2], [0.3, -0.1, -0.8], [-0.8, 0.5, -0.1], [-0.5, -0.3, 0.0], [0.3, 1.4, 0.6], [0.7, -0.8, 0.6], [-1.0, 1.7, -1.1], [-0.7, -1.6, 1.8], [1.7, -0.8, -0.7], [2.6, -3.8, 2.5], [0.8, 0.5, -0.8], [-0.1, 3.5, -1.0], [1.1, -1.0, -2.4], [-0.7, -0.4, -0.1], [1.4, -0.9, 1.3], [1.3, 1.9, 0.2], [0.3, 1.1, 1.9], [-1.6, 0.5, -0.4], [0.2, 0.2, 2.3], [1.4, -1.3, -0.5], [0.4, -2.1, 0.1], [0.1, 0.8, -1.6], [-1.6, -1.3, -0.4], [-0.5, 1.5, -1.1], [-1.7, -1.4, 0.4], [1.3, -0.9, 1.0], [0.7, 1.3, -1.1], [1.4, 0.3, 1.4], [-1.6, -0.8, -1.0], [-1.2, 1.0, 1.4], [0.5, 1.4, -0.8], [0.7, 0.0, -1.7], [-1.7, 1.1, -0.5], [-0.8, -1.5, 1.2], [-1.0, 0.1, 0.7], [0.0, -0.2, -0.2], [0.3, 0.4, 0.3], [-0.3, -0.4, 0.0], [0.5, -0.1, 0.2], [-0.1, 0.3, -0.2], [-0.1, 0.0, -0.1], [-0.2, 0.1, -0.2], [-0.1, 0.3, 0.1], [0.3, -0.1, -0.1], [0.0, -0.2, 0.4], [0.1, 0.1, 0.1], [0.2, -0.3, -0.2], [-0.6, 0.3, 0.9], [-0.5, 0.3, 0.0], [0.5, 0.1, -0.2], [-0.1, -0.2, -0.1], [-0.5, -0.2, 0.0], [0.1, -0.6, 0.3], [-0.2, 0.6, 0.0], [0.2, 0.0, -0.3], [0.0, 0.0, -0.1], [0.0, 0.2, 0.3], [0.5, -0.7, -0.1], [0.1, 0.2, -0.2], [-0.3, -0.1, -0.1], [-0.1, -0.1, 0.0], [0.3, 0.0, 0.7], [-0.1, -0.2, 0.1], [0.3, -0.1, -0.1], [-0.2, 0.4, -0.3], [0.0, -0.2, 0.0], [0.2, -0.2, -0.2], [0.1, 0.5, 0.1], [-0.3, -0.1, 0.1], [0.0, 0.1, -0.4], [0.2, 0.1, 0.3], [0.0, 0.1, 0.1], [-0.3, -0.4, 0.0], [0.3, -0.2, -0.2], [-0.2, 0.3, -0.3], [0.0, -0.1, -0.1], [-0.1, 0.0, -0.3], [-0.1, 0.3, 0.1], [0.4, 0.5, -0.5], [-0.1, -0.2, 0.2], [0.2, -0.2, 0.0], [0.1, -0.2, 0.0], [-0.3, 0.0, 0.3], [-0.2, 0.1, -0.3], [0.2, 0.2, 0.1], [-0.1, 0.6, 0.3], [1.1, 1.9, 1.6], [0.3, 0.0, -0.3], [-0.2, 0.1, -0.1], [0.0, -0.4, 0.1], [0.1, 0.0, -0.2], [0.1, 0.3, 0.2], [-0.4, -0.1, 0.0], [0.2, -0.3, 0.2], [0.4, -0.2, -0.9], [-0.1, 0.2, -0.1], [0.0, 0.3, -0.1], [0.3, 0.0, 0.2], [0.0, -0.3, -0.2], [-0.2, -0.1, 0.2], [0.1, 0.1, 0.1], [0.0, -0.4, -0.1], [0.2, 0.3, 0.1], [-0.2, 0.1, 0.3], [-0.2, 0.1, -0.3], [0.1, 0.1, 0.0], [0.0, 0.1, 0.3], [0.1, -0.3, 0.0], [0.2, 0.1, -0.1], [-0.4, 0.0, -0.2], [-0.1, -0.1, 0.0], [-0.4, 0.7, -0.6], [0.3, 0.0, 0.3], [0.0, -0.1, -0.1], [-0.4, 0.1, 0.4], [0.1, -0.1, 0.1], [0.4, 0.0, -0.3], [-0.2, 0.3, 0.1], [0.1, -0.1, 0.2], [-0.3, -1.0, 0.4], [0.0, 0.0, 0.0], [0.0, -0.3, -0.1], [0.3, 0.2, 0.0], [-0.3, 0.1, 0.4], [-0.2, 0.2, -0.2], [0.1, 0.0, 0.1], [0.2, 0.1, -0.3], [-0.2, 0.3, 0.1], [0.2, -0.1, 0.2], [-0.2, -0.4, 0.0]], "lowdin_charge": [0.04, -0.06, -0.17, 0.00, -0.08, -0.16, -0.23, -0.21, -0.19, -0.13, -0.27, -0.25, -0.11, -0.38, 0.00, 0.10, 0.09, 0.13, 0.17, 0.16, 0.06, 0.12, 0.05, 0.10, 0.12, 0.09, 0.12, 0.11, 0.13, 0.06, 0.05, 0.06, 0.10, 0.11, 0.09, 0.06, 0.10, 0.06, 0.13, -1.96, 0.52, 0.59, 0.50, 0.51, -1.97, 0.56, 0.50, 0.51, 0.55, -1.95, 0.51, 0.45, 0.54, 0.50, -1.97, 0.47, 0.50, 0.51, 0.52, -2.01, 0.52, 0.47, 0.51, 0.52, -1.99, 0.46, 0.50, 0.52, 0.50, -2.00, 0.49, 0.50, 0.53, 0.49, -1.99, 0.50, 0.51, 0.49, 0.51, -2.00, 0.52, 0.52, 0.44, 0.50, -2.02, 0.48, 0.52, 0.53, 0.50, -1.95, 0.63, 0.55, 0.54, 0.54, -2.00, 0.52, 0.52, 0.52, 0.45, -2.01, 0.51, 0.53, 0.53, 0.50, -2.02, 0.53, 0.48, 0.50, 0.52, -2.02, 0.51, 0.50, 0.50, 0.53, -1.98, 0.44, 0.55, 0.49, 0.47, -1.99, 0.50, 0.53, 0.51, 0.48, -2.02, 0.51, 0.52, 0.48, 0.51, -2.02, 0.51, 0.52, 0.51, 0.49]}

Record 2
{"formula": "C11H23N3O3S", "method": "the ωB97M-V functional and the def2-TZVPD basis", "multiplicity": 1, "e_above_lowest_kcal_mol": 132.3, "mol_weight_g_mol": 277.4, "lumo_ev": 0.6, "homo_ha": -0.3171, "elements": ["C", "C", "C", "C", "C", "C", "C", "C", "C", "C", "C", "H", "H", "H", "H", "H", "H", "H", "H", "H", "H", "H", "H", "H", "H", "H", "H", "H", "H", "H", "H", "H", "H", "H", "N", "N", "N", "O", "O", "O", "S"], "coordinates": [[-0.807, -2.309, 0.567], [0.238, -1.934, -0.410], [-2.274, -2.196, 0.023], [-2.825, -0.946, -0.672], [-3.223, 0.009, 0.504], [-3.788, 1.326, 0.247], [2.363, -0.617, -0.653], [3.674, 0.015, 0.099], [1.830, 0.504, -1.404], [1.353, 1.732, -0.915], [0.087, 3.395, 0.564], [-0.989, -0.554, 1.752], [-1.180, -1.939, 2.428], [-0.513, -3.367, 0.799], [-2.915, -2.569, 0.851], [-2.498, -3.064, -0.705], [-2.016, -0.609, -1.289], [-3.618, -1.332, -1.396], [-3.883, -0.454, 1.216], [-2.344, 0.039, 1.078], [-2.802, 2.238, 0.149], [-4.191, 1.668, 1.406], [-5.556, 0.607, -0.375], [-5.256, 2.047, -0.974], [1.014, -0.916, 1.236], [2.724, -1.432, -1.205], [0.941, 0.000, -1.958], [2.353, 0.690, -2.311], [2.070, 2.544, -0.509], [0.775, 2.317, -1.743], [-0.450, 3.644, 1.635], [-0.184, 3.857, -0.411], [1.247, 3.536, 0.705], [4.949, -0.288, 1.197], [-0.546, -1.414, 1.837], [-4.777, 1.227, -0.777], [1.334, -1.228, 0.242], [0.282, -2.256, -1.584], [4.256, 1.093, -0.256], [4.138, -0.855, 1.143], [0.067, 1.595, 0.449]], "atomic_forces_ev_per_a": [[-0.5, 1.4, 0.6], [3.6, 1.5, 0.0], [-0.4, -3.4, -0.6], [-0.8, -1.1, 1.0], [0.3, -1.7, -1.3], [1.9, 4.7, 3.4], [1.1, 1.4, 4.4], [0.0, 0.5, -0.6], [-2.5, -3.2, -5.0], [-2.1, 4.9, 1.7], [1.4, 0.1, 2.9], [-0.7, 1.8, -0.6], [0.3, 0.3, 1.1], [-0.7, 0.8, 0.3], [0.1, 0.7, -0.1], [1.1, 1.1, 0.8], [0.3, 0.9, -0.4], [0.7, 1.0, 1.2], [-0.7, -1.0, -0.1], [1.0, 0.8, 0.6], [-3.2, -2.7, -0.6], [0.6, -0.5, -3.0], [1.6, 0.9, -0.9], [-0.7, 2.1, -0.4], [1.3, -0.5, -2.2], [0.6, -0.8, -1.4], [0.8, 0.8, 1.0], [1.4, 0.3, -0.6], [-0.5, -1.8, -0.7], [1.0, -1.2, 1.2], [1.1, 0.0, -3.2], [-0.4, 0.0, 1.1], [-2.4, 0.6, 0.1], [0.1, -1.1, 1.3], [-0.7, -4.4, -0.6], [-1.1, -2.4, 1.0], [-1.6, -0.2, 0.0], [-0.4, 0.1, 0.5], [-2.3, -5.0, 1.9], [0.5, 3.8, -2.8], [0.7, 0.4, -1.0]], "lowdin_charge": [-0.22, -0.45, -0.18, -0.16, -0.29, -0.37, -0.20, -0.29, -0.32, -0.46, -0.45, -0.03, 0.08, 0.17, 0.11, 0.13, 0.09, 0.13, 0.11, 0.03, 0.16, 0.15, 0.12, 0.03, 0.11, 0.14, 0.15, 0.13, 0.09, 0.12, 0.09, 0.04, 0.05, 0.12, 0.04, 0.00, 0.07, 0.07, 0.05, 0.06, 0.80]}

Record 3
{"formula": "C19H14BrN6O2RhS3", "method": "the ωB97M-V functional and the def2-TZVPD basis", "multiplicity": 5, "mol_weight_g_mol": 637.4, "lumo_ev": [-0.9, -2.1], "homo_ha": [-0.2937, -0.3295], "elements": ["Rh", "C", "C", "N", "N", "C", "N", "S", "C", "C", "C", "C", "C", "N", "H", "H", "H", "H", "H", "H", "H", "H", "H", "H", "S", "C", "C", "N", "C", "S", "C", "N", "Br", "C", "C", "C", "C", "C", "C", "C", "O", "O", "H", "H", "H", "H"], "coordinates": [[0.039, 0.499, 0.242], [-3.423, -1.097, 2.839], [-2.239, -0.346, 2.321], [-2.116, 0.150, 1.160], [-3.066, 0.092, 0.195], [-2.944, 1.020, -0.815], [-3.770, 0.813, -1.857], [-1.915, 2.317, -0.705], [-1.057, -0.086, 3.202], [-1.011, -0.564, 4.499], [0.078, -0.236, 5.296], [1.068, 0.571, 4.775], [0.949, 0.994, 3.457], [-0.076, 0.667, 2.679], [-4.274, -1.031, 2.164], [-3.738, -0.704, 3.805], [-3.168, -2.151, 2.971], [-3.749, -0.650, 0.169], [-4.148, -0.103, -2.034], [-3.596, 1.392, -2.663], [-1.805, -1.185, 4.886], [0.144, -0.608, 6.310], [1.930, 0.859, 5.358], [1.715, 1.607, 3.001], [-0.118, -1.990, 0.291], [1.303, -2.508, 1.006], [1.375, -3.893, 1.408], [1.399, -5.000, 1.718], [2.419, -1.680, 1.201], [2.465, -0.072, 0.744], [3.607, -2.246, 1.795], [4.561, -2.669, 2.277], [-1.319, 0.794, -4.802], [0.559, 1.091, -4.802], [1.145, 1.277, -6.044], [2.506, 1.525, -6.137], [3.275, 1.608, -4.985], [2.671, 1.445, -3.750], [1.310, 1.170, -3.636], [0.774, 0.963, -2.252], [-0.114, 0.104, -2.043], [1.281, 1.644, -1.314], [0.533, 1.228, -6.934], [2.959, 1.658, -7.111], [4.336, 1.808, -5.048], [3.245, 1.526, -2.836]], "atomic_forces_ev_per_a": [[0.3, 0.2, -0.3], [0.0, 0.0, 0.0], [0.1, 0.1, 0.1], [0.0, -0.1, -0.1], [0.2, 0.2, 0.1], [-0.2, -0.2, 0.0], [0.0, 0.1, 0.0], [0.0, 0.0, 0.0], [-0.2, 0.0, -0.1], [0.0, 0.0, 0.1], [0.0, 0.0, 0.0], [0.0, 0.0, 0.0], [0.0, 0.0, 0.0], [0.0, -0.1, 0.1], [0.0, 0.0, 0.0], [0.0, 0.0, 0.0], [0.0, 0.0, 0.0], [0.0, 0.0, 0.0], [0.0, 0.0, 0.0], [0.0, 0.0, 0.0], [0.0, 0.0, 0.0], [0.0, 0.0, 0.0], [0.0, 0.0, 0.0], [0.0, 0.0, 0.0], [-0.2, -0.1, 0.0], [0.1, -0.3, 0.2], [0.0, 0.2, -0.1], [0.0, 0.0, 0.0], [0.2, -0.2, 0.1], [0.0, 0.1, 0.0], [-0.2, 0.1, -0.1], [0.0, 0.0, 0.0], [0.0, 0.0, 0.0], [-0.1, 0.0, -0.1], [0.0, 0.0, 0.0], [0.0, 0.0, 0.0], [0.0, 0.0, 0.0], [0.1, 0.0, -0.1], [0.0, 0.1, 0.1], [-0.1, 0.1, 0.0], [0.0, 0.0, 0.1], [-0.1, -0.1, 0.0], [0.0, 0.0, 0.0], [0.0, 0.0, 0.0], [0.0, 0.0, 0.0], [0.0, 0.0, 0.0]], "lowdin_spin": [2.35, 0.00, 0.02, 0.06, 0.00, 0.02, 0.01, 0.06, 0.01, 0.00, 0.00, 0.00, 0.01, 0.05, 0.00, 0.00, 0.00, 0.00, 0.00, 0.00, 0.00, 0.00, 0.00, 0.01, 0.43, 0.13, 0.01, 0.03, 0.11, 0.45, 0.01, 0.02, 0.00, 0.00, 0.00, 0.00, 0.00, 0.00, 0.00, 0.01, 0.09, 0.10, 0.00, 0.00, 0.00, 0.00]}

Record 4
{"formula": "C2H8N2PS", "method": "the ωB97M-V functional and the def2-TZVPD basis", "charge": 1, "multiplicity": 1, "e_above_lowest_kcal_mol": 97.5, "mol_weight_g_mol": 123.1, "lumo_ev": [-4.3, -4.3], "homo_ha": [-0.4614, -0.4614], "elements": ["C", "C", "N", "N", "P", "S", "H", "H", "H", "H", "H", "H", "H", "H"], "coordinates": [[1.744, -1.540, -0.500], [-0.008, 0.819, -0.214], [-1.828, -0.017, 0.131], [-0.290, 2.035, 0.580], [-1.679, -1.553, 0.244], [1.126, -0.295, 0.666], [0.885, -2.000, -1.021], [2.145, -2.371, 0.132], [2.328, -1.049, -1.362], [-0.251, 0.902, -1.243], [0.583, 2.599, 0.685], [-0.674, 1.758, 1.629], [-1.052, 2.579, 0.156], [-3.028, -1.866, 0.117]], "atomic_forces_ev_per_a": [[-0.7, 0.2, -1.9], [-3.0, -3.6, 3.0], [1.9, 2.8, -1.0], [-0.1, -0.6, 2.8], [1.1, -0.9, -0.1], [0.0, 1.2, -0.5], [0.2, 0.2, 0.4], [0.4, 1.1, -0.7], [-0.1, -1.1, 1.8], [0.6, 0.2, -0.9], [-0.8, -0.1, 0.0], [1.2, 0.7, -3.2], [0.2, -0.1, 0.0], [-0.8, 0.0, 0.3]], "lowdin_charge": [-0.40, -0.50, -0.42, 0.08, 0.78, 0.77, 0.00, 0.07, 0.08, 0.09, 0.17, 0.24, 0.16, -0.12]}